{
  "formula": "C4H12NS",
  "method": "ωB97M-V/def2-TZVPD",
  "symbols": ["H", "H", "H", "C", "C", "H", "C", "H", "S", "H", "H", "H", "H", "H", "H", "N", "H", "C"],
  "xyz": [[-0.8677, 1.2110, 1.8678], [1.7343, -2.0746, -0.9570], [0.7598, -0.0432, -1.7515], [-1.6927, 1.0201, -0.5996], [0.3066, -0.4820, -0.8509], [-1.6853, 1.0076, -1.6945], [1.2741, -1.4481, -0.1851], [0.2714, 1.5529, -0.0912], [2.5836, -0.7918, 0.8614], [-0.4566, -1.0737, -1.3420], [-2.4740, 0.3257, -0.3370], [-1.1369, -0.4251, 1.6055], [-2.0137, 2.0120, -0.2840], [0.4441, 0.1592, 1.8883], [3.0057, 0.2224, 0.0982], [-0.4494, 0.3507, 1.4086], [0.7202, -2.1700, 0.4179], [-0.3237, 0.6468, -0.0549]],
  "forces_ev_per_a": [[0.11, -0.06, 0.24], [-0.05, 0.23, -0.01], [0.39, 0.26, 0.36], [-0.23, 0.22, -0.57], [0.32, 0.09, -0.78], [0.28, 0.15, 0.01], [0.00, -0.51, -0.66], [0.41, -0.08, -0.03], [0.15, 0.08, 0.47], [-0.53, -0.38, 0.36], [-0.15, -0.38, 0.36], [0.21, -0.12, 0.01], [0.07, 0.01, 0.14], [0.13, -0.09, -0.08], [-0.08, -0.01, -0.24], [-0.81, 0.35, 0.06], [0.03, 0.21, 0.37], [-0.24, 0.02, -0.01]],
  "e_lumo_ev": [0.69, 0.53],
  "molar_mass_g_mol": 106.21,
  "s_squared": 0.751,
  "total_energy_ha": -612.41938,
  "orbital_gap_ha": [0.14989, 0.37286],
  "total_charge": 0,
  "homo_ev": [-3.39, -9.62],
  "spin_multiplicity": 2
}